A molecular structure, C20H46FeO3P4Se. Source: the Open Molecules 2025 dataset; level of theory: ωB97M-V/def2-TZVPD.

Total charge: +3
LUMO level (alpha / beta): -7.88 / -11.76 eV
Frontier orbital gap (alpha / beta): 8.978 / 5.471 eV
2S+1: 6

Each line ends with the Mulliken charge.
CARTESIAN COORDINATES (ANGSTROEM)
Fe: -0.1184 -0.2474 -0.1306  0.70
P: -1.2657 -0.5360 1.7272  0.89
P: 1.1983 -1.9216 -0.5712  0.48
P: -1.7221 -0.6841 -1.5533  0.66
H: 1.1885 1.8093 -1.1426  0.38
C: 0.1276 1.5324 -1.2593  -0.68
C: -0.7792 1.8046 -0.1763  -0.76
H: -0.3962 2.3587 0.6888  0.14
C: -0.7584 0.0129 3.3996  -1.05
C: -1.5173 -2.3134 2.1355  -1.45
C: -2.9553 0.1615 1.7906  -1.25
C: 2.2721 -1.7669 -2.0598  -1.28
C: 2.5026 -2.5642 0.5571  -1.29
C: 0.3398 -3.5365 -0.8939  -1.39
C: -2.9920 0.5745 -1.9828  -1.49
C: -2.8048 -2.1184 -1.1771  -1.30
C: -1.0657 -1.0607 -3.2311  -1.03
H: -0.2534 1.4834 -2.2903  0.43
H: -1.8480 1.9297 -0.3738  0.48
H: -0.5081 1.0790 3.3903  0.27
H: 0.1306 -0.5441 3.6792  0.11
H: -1.5667 -0.2062 4.0991  0.69
H: -0.5430 -2.7785 2.3375  0.31
H: -2.0210 -2.8322 1.3132  0.34
H: -2.1335 -2.3447 3.0380  0.55
H: -2.8632 1.2522 1.7554  0.36
H: -3.3697 -0.1513 2.7530  0.57
H: -3.5660 -0.2027 0.9593  0.31
H: 2.8296 -2.6932 -2.2068  0.47
H: 2.9760 -0.9495 -1.8882  0.46
H: 1.6901 -1.5524 -2.9584  0.30
H: 2.9196 -3.4586 0.0757  0.66
H: 2.0767 -2.8357 1.5250  0.32
H: 3.2778 -1.8111 0.7342  0.35
H: 1.1001 -4.3040 -1.0571  0.58
H: -0.3090 -3.4915 -1.7745  0.37
H: -0.2567 -3.8121 -0.0167  0.35
H: -3.6380 0.1282 -2.7466  0.55
H: -2.5123 1.4746 -2.3799  0.40
H: -3.5875 0.8378 -1.1028  0.35
H: -3.4268 -2.2906 -2.0587  0.53
H: -3.4402 -1.8882 -0.3147  0.38
H: -2.2161 -3.0151 -0.9698  0.31
H: -1.9247 -1.1657 -3.9013  0.56
H: -0.4804 -1.9874 -3.2239  0.31
H: -0.4334 -0.2336 -3.5752  0.16
C: 2.6643 2.3583 -5.4296  0.65
C: 1.9967 3.2516 -4.5833  0.20
C: 1.6995 4.5408 -5.0156  -0.64
C: 2.0886 4.9697 -6.2826  -0.40
C: 2.7827 4.0985 -7.1285  -0.61
C: 3.0783 2.7947 -6.7083  -0.43
Se: 2.9944 0.5547 -4.8919  0.34
H: 2.4334 0.8106 -3.4742  0.00
H: 1.7110 2.9134 -3.5827  0.21
H: 1.1584 5.2070 -4.3428  0.41
H: 1.8572 5.9719 -6.6101  0.44
H: 3.0959 4.4201 -8.1130  0.43
H: 3.6171 2.1100 -7.3569  0.39
C: 2.5823 -1.0387 4.0256  -0.93
O: 1.8770 -0.4229 2.8968  -0.25
P: 2.5585 0.6822 1.7932  0.41
O: 3.5950 1.3818 2.8521  -0.39
C: 3.0159 1.9110 4.0568  -0.84
O: 1.6008 2.1377 1.3673  -0.32
C: 1.5557 3.5019 1.8837  -0.85
H: 3.6606 -1.0640 3.8295  0.42
H: 2.2587 -2.0811 4.1875  0.38
H: 2.4322 -0.5241 4.9705  0.32
H: 1.9169 1.7654 4.1630  0.28
H: 3.4932 1.4274 4.9128  0.33
H: 3.2014 2.9825 4.0310  0.33
H: 0.9383 3.5247 2.7926  0.37
H: 2.5471 3.8873 2.1301  0.32
H: 1.0737 4.1486 1.1255  0.32


3 unconnected molecules or ions with the total composition C20H46N3O5. Source: the Open Molecules 2025 dataset; level of theory: ωB97M-V/def2-TZVPD.

Total charge: -1
LUMO level: 2.42 eV
Frontier orbital gap: 3.470 eV
2S+1: 1

Each line ends with the Mulliken charge.
CARTESIAN COORDINATES (ANGSTROEM)
C: 0.5201 1.6377 2.7917  -0.99
C: 1.4770 2.0506 3.9201  -0.20
C: 2.8696 1.4021 3.7926  -0.72
C: 4.0255 2.2356 4.3823  -0.59
C: 5.0051 2.5930 3.2771  -0.71
N: 6.2013 3.3096 3.7555  0.00
C: 7.1352 3.4989 2.6366  -1.01
C: 5.8648 4.5886 4.3143  0.47
C: 5.0897 5.5908 3.4781  -1.04
O: 6.2229 4.8925 5.4494  -0.56
H: -0.1302 2.4837 2.5454  0.15
H: 1.1052 1.3754 1.9001  0.10
H: 1.6535 3.1370 3.9338  0.24
H: 1.0885 1.7665 4.9031  0.12
H: 3.0377 1.2663 2.7233  0.30
H: 2.8703 0.4046 4.2271  0.29
H: 4.5800 1.6599 5.1206  0.30
H: 3.6344 3.1402 4.8403  0.39
H: 4.4771 3.1470 2.4944  0.23
H: 5.3577 1.6670 2.8289  0.48
H: 6.7028 4.1335 1.8550  0.38
H: 8.0537 3.9525 2.9935  0.33
H: 7.3387 2.5290 2.2006  0.34
H: 4.5861 6.2551 4.1710  0.34
H: 4.3439 5.1419 2.8326  0.33
H: 5.7706 6.1851 2.8762  0.33
C: -5.9974 -1.0852 -0.7451  -0.58
O: -5.6179 -2.2053 0.0211  -0.40
C: -4.4483 -2.8724 -0.4494  -0.34
C: -3.2505 -2.6380 0.4466  -0.46
N: -2.7657 -1.2704 0.3449  -0.03
C: -1.7179 -0.8947 1.3100  -0.86
C: -2.0169 -0.9585 2.7946  -0.77
O: -2.9582 0.0020 3.2480  -0.38
C: -4.3074 -0.3447 3.0723  -0.58
H: -7.0044 -0.8050 -0.4366  0.25
H: -5.3374 -0.2263 -0.5812  0.26
H: -6.0117 -1.3209 -1.8148  0.25
H: -4.2143 -2.5772 -1.4733  0.10
H: -4.6780 -3.9430 -0.4518  0.40
H: -2.4500 -3.3131 0.1251  0.37
H: -3.5310 -2.9177 1.4720  0.26
H: -3.5438 -0.6350 0.4533  0.05
H: -1.4240 0.1341 1.1003  0.36
H: -0.8378 -1.5149 1.1125  0.26
H: -1.0761 -0.7123 3.2921  0.47
H: -2.3298 -1.9596 3.1339  0.38
H: -4.4765 -1.4211 3.1876  0.27
H: -4.6923 -0.0257 2.0958  0.16
H: -4.8866 0.1789 3.8367  0.29
C: 1.2907 -0.0990 -4.1819  -0.70
O: 0.4503 -0.1800 -5.3192  -0.34
C: 0.7416 -1.2433 -6.2114  -0.81
C: -0.3175 -2.3248 -6.1608  -0.18
N: -0.2759 -3.0553 -4.9027  -0.29
C: -1.4013 -3.9549 -4.6653  -0.84
C: -2.8097 -3.3715 -4.6015  -0.54
O: -3.0525 -2.5578 -3.4752  -0.33
C: -2.6065 -1.2154 -3.5772  -0.56
H: 1.1097 0.8657 -3.7130  0.25
H: 1.0744 -0.8814 -3.4479  0.30
H: 2.3457 -0.1593 -4.4642  0.33
H: 1.7336 -1.6595 -6.0111  0.40
H: 0.7519 -0.8202 -7.2204  0.39
H: -0.1400 -3.0285 -6.9808  0.37
H: -1.2868 -1.8405 -6.3402  0.17
H: -0.2218 -2.3977 -4.1369  0.08
H: -1.2133 -4.4529 -3.7114  0.39
H: -1.3859 -4.7324 -5.4372  0.41
H: -3.4996 -4.2151 -4.5095  0.36
H: -3.0883 -2.8410 -5.5211  0.37
H: -2.6944 -0.8374 -4.5996  0.33
H: -1.5780 -1.1035 -3.2283  0.12
H: -3.2336 -0.6126 -2.9211  0.28


3 unconnected molecules or ions with the total composition C20H47BBrF3IN2O12P4S. Source: the Open Molecules 2025 dataset; level of theory: ωB97M-V/def2-TZVPD.

Total charge: -1
LUMO level: -0.96 eV
Frontier orbital gap: 3.103 eV
2S+1: 1

Each line ends with the Mulliken charge.
CARTESIAN COORDINATES (ANGSTROEM)
C: 2.2269 1.9394 -0.8461  -0.50
C: 0.9040 1.2983 -1.6202  -0.30
S: -0.2871 2.6901 -1.9722  -0.15
C: -1.0721 3.4532 -0.5314  -1.08
P: -2.9285 3.9277 -0.4603  1.14
F: -2.4617 5.2222 -1.5542  -0.57
B: -4.6998 4.6735 -0.5822  0.67
N: -5.6371 4.3289 -1.7727  -0.53
O: -5.3308 5.6515 0.3182  -0.82
C: -2.4634 5.0069 1.1010  -0.61
Br: -3.4887 4.5340 2.7689  -0.17
C: -2.3440 6.6129 0.8158  -0.24
C: -0.7883 7.1215 0.4701  -0.91
N: -3.4745 2.5608 0.4917  0.59
C: -2.6352 1.5298 1.0090  0.11
O: -2.6237 1.3276 2.3624  -0.53
F: -1.7583 0.5026 0.3272  -0.21
C: -4.8992 2.1888 0.5307  0.22
O: -5.6555 2.3114 1.6643  -0.51
F: -5.7107 1.4506 -0.5123  -0.27
P: -3.5257 2.8519 -2.3272  0.08
O: -2.9497 1.1675 -2.2761  -0.16
I: -2.5677 4.0396 -4.3363  -0.30
H: 2.8821 1.0092 -0.5262  0.03
H: 1.7939 2.5102 0.1057  0.23
H: 2.8081 2.6741 -1.5714  0.21
H: 1.2833 0.8769 -2.6703  0.31
H: 0.4219 0.4306 -1.0048  0.09
H: -0.5427 4.5396 -0.5371  0.17
H: -0.5865 3.0194 0.4383  0.34
H: -5.9695 5.2479 -2.1524  0.17
H: -6.4266 3.7291 -1.4434  0.25
H: -5.9697 5.1382 0.9264  0.34
H: -1.3527 4.7375 1.4617  0.40
H: -3.0918 7.0793 0.0623  0.16
H: -2.5823 7.1349 1.8651  0.43
H: -0.5675 8.1544 1.0004  0.32
H: 0.0225 6.3600 0.8958  0.18
H: -0.6904 7.2374 -0.6901  0.20
H: -3.1296 0.7318 -3.1596  0.23
O: -4.5762 -6.0114 -2.4697  -0.71
P: -3.8650 -4.6456 -2.3090  0.99
O: -2.8083 -5.2099 -1.1690  -0.26
C: -1.7075 -5.9838 -1.6099  -0.39
C: -0.6747 -5.1224 -2.3106  -0.95
O: -5.0484 -4.0554 -1.2954  -0.34
C: -6.4104 -4.3665 -1.5606  -0.41
C: -6.8796 -5.4624 -0.6187  -1.13
O: -3.0703 -3.1194 -2.1295  -0.36
C: -3.1905 -2.2656 -0.9966  0.21
C: -2.6366 -2.8295 0.3011  -0.91
H: -2.0508 -6.7918 -2.2643  0.28
H: -1.2578 -6.4425 -0.7238  0.31
H: -1.0774 -4.7132 -3.2423  0.29
H: 0.2190 -5.7061 -2.5491  0.40
H: -0.3840 -4.2731 -1.6848  0.17
H: -6.5539 -4.6488 -2.6091  0.35
H: -7.0009 -3.4603 -1.3912  0.36
H: -6.1912 -6.3117 -0.5976  0.28
H: -7.8708 -5.8247 -0.9042  0.37
H: -6.9301 -5.0810 0.4068  0.30
H: -4.2237 -1.9281 -0.8767  0.20
H: -2.6145 -1.3665 -1.2425  0.11
H: -3.2626 -3.6377 0.6838  0.31
H: -2.6011 -2.0481 1.0696  0.35
H: -1.6248 -3.2210 0.1603  0.15
O: 6.3401 0.1363 0.1033  -0.66
P: 6.7430 -1.2564 0.6468  1.03
O: 5.8143 -1.1118 2.0074  -0.26
C: 4.4186 -1.3163 1.8830  -0.06
C: 4.0938 -2.7829 1.6749  -1.00
O: 8.1867 -0.6918 1.2577  -0.34
C: 8.9309 0.2642 0.5131  -0.36
C: 8.7348 1.6468 1.1117  -1.12
O: 7.1931 -2.8125 1.2541  -0.43
C: 8.0530 -3.0364 2.3666  -0.18
C: 7.5225 -2.5475 3.7038  -0.88
H: 4.0184 -0.7080 1.0653  0.03
H: 3.9559 -0.9695 2.8122  0.31
H: 4.4812 -3.1342 0.7135  0.28
H: 3.0124 -2.9461 1.6904  0.43
H: 4.5543 -3.3998 2.4527  0.19
H: 8.6541 0.2418 -0.5463  0.35
H: 9.9882 -0.0138 0.5718  0.33
H: 7.6789 1.8823 1.2704  0.28
H: 9.1702 2.4161 0.4683  0.37
H: 9.2144 1.7026 2.0948  0.30
H: 9.0531 -2.6427 2.1654  0.24
H: 8.1730 -4.1235 2.4324  0.35
H: 7.5243 -1.4573 3.7589  0.23
H: 8.1523 -2.9196 4.5206  0.40
H: 6.4987 -2.8945 3.8721  0.17


| no. | M (g mol⁻¹) | DFT total energy (hartree) |
| --- | --- | --- |
| 1 | 593.3 | -6044.86921 |
| 2 | 408.6 | -1329.91099 |
| 3 | 938.2 | -6762.12957 |